{
  "formula": "C24H38N2O4PSbSe4Ta",
  "method": "ωB97M-V/def2-TZVPD",
  "homo_lumo_gap_ev": 6.4,
  "e_homo_ev": -10.6781,
  "charge": 1,
  "e_lumo_ev": -4.2,
  "max_force_ev_per_a": 0.7,
  "de_lowest_kcal_mol": 0.0,
  "symbols": ["Ta", "Se", "Sb", "Se", "Se", "Se", "C", "C", "N", "C", "C", "N", "C", "O", "O", "C", "O", "O", "H", "H", "H", "H", "H", "C", "C", "C", "C", "C", "C", "P", "C", "C", "C", "C", "C", "C", "C", "C", "C", "C", "C", "C", "H", "H", "H", "H", "H", "H", "H", "H", "H", "H", "H", "H", "H", "H", "H", "H", "H", "H", "H", "H", "H", "H", "H", "H", "H", "H", "H", "H", "H", "H", "H", "H", "H"],
  "positions_angstrom": [[-0.85140, 3.24913, -1.52121], [-0.88876, 5.67630, -1.39692], [-2.64979, 4.39370, 0.14921], [0.63622, 1.98520, 0.17724], [-3.17872, 2.83809, -2.00667], [-4.48022, 5.51545, 1.01782], [2.74039, -1.05809, -6.17869], [2.56175, 0.14117, -5.32029], [1.47000, 0.48243, -4.68703], [1.76861, 1.65811, -4.04273], [3.08507, 2.02112, -4.27542], [3.55546, 1.05088, -5.09171], [4.05181, 3.09920, -3.89095], [3.63962, 4.06768, -3.09121], [5.16511, 3.05309, -4.33821], [0.77393, 2.33296, -3.25565], [-0.40971, 1.88534, -3.09967], [1.01473, 3.43034, -2.62106], [1.79302, -1.58543, -6.24357], [3.49310, -1.72913, -5.76358], [3.05558, -0.77533, -7.18332], [4.50372, 1.05680, -5.44374], [2.70635, 3.95213, -2.82362], [2.96597, -0.94415, 4.24752], [3.48914, -0.16867, 3.03120], [2.50172, -0.20861, 1.85068], [1.06518, -0.23109, 2.39551], [0.83516, -1.60877, 3.06913], [2.10937, -2.11052, 3.77727], [-0.22538, 0.19476, 1.15390], [-1.77099, 0.70109, 2.01426], [-3.02651, 0.72652, 1.09310], [-4.21634, -0.01799, 1.69813], [-4.53757, 0.52317, 3.08900], [-3.28662, 0.56049, 3.99621], [-2.04934, -0.04472, 3.32971], [-0.39856, -1.21969, -0.00210], [-0.63490, -0.83645, -1.46540], [-0.40042, -2.05372, -2.37701], [-0.74772, -3.37567, -1.68151], [-1.89118, -3.16045, -0.70027], [-1.44733, -2.25936, 0.46522], [2.36866, -0.29084, 4.89059], [3.79735, -1.29303, 4.85905], [4.43986, -0.59025, 2.70122], [3.68536, 0.87005, 3.30297], [2.65812, -1.11081, 1.25178], [2.69281, 0.63840, 1.19551], [0.96918, 0.56789, 3.14008], [0.54628, -2.34614, 2.32252], [0.01864, -1.54726, 3.78568], [2.69627, -2.72869, 3.09318], [1.82361, -2.75644, 4.60729], [-1.52335, 1.73277, 2.29152], [-2.81087, 0.35969, 0.08862], [-3.33818, 1.76628, 0.96203], [-4.02264, -1.09177, 1.75141], [-5.07578, 0.10244, 1.03771], [-5.31992, -0.08413, 3.54363], [-4.95032, 1.52901, 2.98782], [-3.47272, 0.03175, 4.93092], [-3.05211, 1.59162, 4.27269], [-2.19684, -1.11101, 3.14763], [-1.20074, 0.05286, 4.00712], [0.59962, -1.67165, 0.05246], [0.03075, -0.03358, -1.76646], [-1.65458, -0.45867, -1.58555], [0.63789, -2.06105, -2.71271], [-1.01080, -1.93174, -3.27291], [0.12093, -3.76455, -1.13982], [-1.00763, -4.13368, -2.42009], [-2.25245, -4.10782, -0.29970], [-2.73439, -2.70231, -1.22452], [-1.03214, -2.87242, 1.26518], [-2.31945, -1.76223, 0.87957]],
  "atomic_forces_ev_per_a": [[-0.081, 0.111, -0.672], [0.120, -0.261, -0.088], [-0.266, 0.015, 0.563], [0.146, 0.010, 0.110], [0.188, -0.014, -0.049], [-0.050, 0.068, -0.029], [-0.003, 0.000, 0.005], [0.005, -0.001, 0.010], [-0.012, 0.034, -0.060], [-0.008, -0.042, 0.064], [-0.020, 0.012, -0.005], [0.005, -0.014, 0.038], [-0.052, 0.080, -0.169], [-0.056, -0.035, 0.099], [0.040, -0.045, 0.048], [0.023, 0.082, -0.152], [0.102, 0.152, 0.164], [-0.012, -0.123, 0.092], [0.002, -0.002, 0.001], [0.003, -0.001, 0.001], [-0.003, 0.002, 0.001], [0.003, 0.000, 0.004], [0.007, 0.011, -0.054], [-0.004, 0.002, -0.001], [-0.005, 0.006, -0.008], [0.005, 0.017, -0.033], [-0.052, -0.032, -0.005], [0.009, 0.038, 0.031], [0.011, 0.011, -0.017], [-0.089, -0.153, 0.156], [0.010, -0.002, 0.001], [-0.017, 0.040, 0.011], [0.031, 0.013, 0.023], [0.012, -0.008, 0.000], [-0.010, 0.008, -0.020], [-0.021, 0.032, -0.008], [0.029, -0.012, -0.020], [-0.028, 0.021, -0.020], [-0.020, 0.009, 0.007], [0.010, -0.028, 0.002], [-0.007, 0.006, 0.015], [0.023, -0.004, -0.012], [0.000, 0.001, 0.002], [0.001, 0.000, -0.002], [-0.001, 0.003, -0.005], [-0.001, 0.001, 0.003], [0.001, -0.001, 0.005], [-0.023, 0.008, -0.006], [-0.010, 0.017, 0.016], [-0.017, -0.014, -0.052], [0.041, -0.020, -0.020], [0.000, -0.003, 0.005], [-0.004, 0.007, 0.002], [0.014, -0.003, 0.004], [0.010, -0.015, 0.011], [0.042, -0.060, 0.000], [0.011, -0.007, -0.008], [-0.009, 0.002, -0.003], [0.003, 0.001, 0.001], [0.000, 0.007, 0.000], [-0.004, -0.001, 0.000], [-0.005, 0.002, -0.001], [0.004, -0.017, 0.005], [-0.030, 0.032, -0.020], [0.038, -0.007, 0.020], [0.002, 0.001, 0.000], [0.017, -0.004, -0.005], [0.019, -0.003, 0.006], [0.014, 0.012, -0.003], [-0.004, 0.003, -0.001], [-0.002, 0.004, 0.001], [-0.009, 0.011, 0.009], [0.003, 0.001, -0.005], [0.001, -0.015, -0.026], [-0.067, 0.053, 0.044]],
  "lowdin_charge": [0.55, 0.15, 0.16, 0.50, 0.17, 0.00, 0.01, -0.33, 0.19, -0.14, -0.05, 0.19, -0.46, 0.16, 0.14, -0.55, -0.18, -0.23, 0.09, 0.09, 0.09, 0.18, 0.08, -0.19, -0.18, -0.23, -0.42, -0.18, -0.18, 0.81, -0.40, -0.22, -0.19, -0.17, -0.16, -0.21, -0.39, -0.22, -0.17, -0.19, -0.18, -0.17, 0.12, 0.12, 0.12, 0.12, 0.12, 0.05, 0.13, 0.09, 0.10, 0.12, 0.12, 0.10, 0.07, 0.03, 0.10, 0.12, 0.11, 0.11, 0.12, 0.12, 0.11, 0.10, 0.12, 0.05, 0.11, 0.11, 0.12, 0.12, 0.12, 0.12, 0.12, 0.10, 0.08]
}

---

{
  "formula": "C24H38N2O4PSbSe4Ta",
  "method": "ωB97M-V/def2-TZVPD",
  "homo_lumo_gap_ev": 6.4,
  "e_homo_ev": -10.6711,
  "charge": 1,
  "e_lumo_ev": -4.3,
  "max_force_ev_per_a": 1.9,
  "de_lowest_kcal_mol": 7.9,
  "symbols": ["Ta", "Se", "Sb", "Se", "Se", "Se", "C", "C", "N", "C", "C", "N", "C", "O", "O", "C", "O", "O", "H", "H", "H", "H", "H", "C", "C", "C", "C", "C", "C", "P", "C", "C", "C", "C", "C", "C", "C", "C", "C", "C", "C", "C", "H", "H", "H", "H", "H", "H", "H", "H", "H", "H", "H", "H", "H", "H", "H", "H", "H", "H", "H", "H", "H", "H", "H", "H", "H", "H", "H", "H", "H", "H", "H", "H", "H"],
  "positions_angstrom": [[-0.27277, -3.80590, 0.09236], [-0.13880, -5.97278, 1.27165], [2.15433, -4.69219, 0.79175], [-0.44471, -1.55192, 1.31045], [1.28047, -4.37218, -1.72656], [4.25070, -5.64368, 1.20923], [-5.41604, 0.44112, -2.45905], [-4.95312, -0.76471, -1.72463], [-3.73232, -1.24356, -1.71756], [-3.77884, -2.34217, -0.89916], [-5.05170, -2.53287, -0.40118], [-5.77464, -1.52383, -0.94784], [-5.76943, -3.48652, 0.49444], [-5.05940, -4.40075, 1.13982], [-6.96083, -3.39109, 0.60689], [-2.61504, -3.17869, -0.70601], [-1.61946, -3.13813, -1.49646], [-2.47306, -3.95521, 0.31568], [-4.59394, 0.82683, -3.05479], [-5.74931, 1.21739, -1.76947], [-6.24612, 0.19821, -3.12295], [-6.76859, -1.42449, -0.79097], [-4.10042, -4.29829, 0.99502], [-0.18903, 3.56334, 3.65852], [-1.14525, 2.36438, 3.70676], [-1.02813, 1.46679, 2.46139], [0.42155, 1.48072, 1.95811], [0.74903, 2.89763, 1.41293], [0.02344, 3.99363, 2.21512], [0.85917, 0.18840, 0.72929], [2.62686, -0.22067, 0.98111], [3.19483, -1.20617, -0.07233], [4.53225, -0.75178, -0.65319], [5.53788, -0.44047, 0.45171], [4.95221, 0.49982, 1.52839], [3.54680, 0.99902, 1.18366], [0.39814, 0.74347, -0.96233], [-0.22638, -0.32496, -1.86449], [-0.85005, 0.33493, -3.10901], [-0.16144, 1.65065, -3.48879], [1.32845, 1.55104, -3.19434], [1.58128, 1.43062, -1.68032], [0.77473, 3.30466, 4.10728], [-0.58751, 4.38597, 4.25134], [-2.17568, 2.71352, 3.78674], [-0.95054, 1.76630, 4.59871], [-1.68132, 1.82218, 1.65887], [-1.35816, 0.46322, 2.71229], [1.08176, 1.24803, 2.80210], [0.45017, 2.97865, 0.36716], [1.82292, 3.07045, 1.44381], [-0.94640, 4.20742, 1.75879], [0.60166, 4.91568, 2.15666], [2.58174, -0.71395, 1.95944], [2.48045, -1.38593, -0.88158], [3.35682, -2.16161, 0.42760], [4.38880, 0.12112, -1.29511], [4.92091, -1.54070, -1.29846], [6.43353, -0.00350, 0.01065], [5.85256, -1.37822, 0.91401], [5.60221, 1.36119, 1.68121], [4.90062, -0.01532, 2.49083], [3.57275, 1.63456, 0.29811], [3.18211, 1.61086, 2.00685], [-0.38913, 1.47687, -0.74760], [-1.00557, -0.86489, -1.33615], [0.53567, -1.05453, -2.14876], [-1.91498, 0.49579, -2.93283], [-0.77742, -0.36769, -3.94077], [-0.58831, 2.48709, -2.92605], [-0.33504, 1.87312, -4.54129], [1.87087, 2.41546, -3.57726], [1.73483, 0.67553, -3.70803], [1.75466, 2.41882, -1.25005], [2.49173, 0.85493, -1.52131]],
  "atomic_forces_ev_per_a": [[-0.709, -1.143, -1.340], [-0.011, 0.729, -0.203], [0.641, -0.071, 0.357], [0.262, 0.320, 0.374], [-0.348, 0.245, 0.507], [-0.317, 0.063, -0.134], [-0.009, -0.010, -0.004], [0.053, 0.027, -0.015], [-0.108, -0.004, -0.090], [-0.022, -0.344, 0.034], [0.042, 0.149, 0.035], [-0.026, -0.070, 0.037], [-0.018, -0.092, 0.061], [-0.058, 0.049, 0.018], [-0.007, 0.031, -0.020], [0.074, -0.034, -0.177], [0.408, 0.083, 0.650], [0.429, 0.347, 0.079], [0.004, 0.007, -0.011], [-0.003, 0.000, 0.002], [0.004, 0.005, 0.000], [0.000, 0.014, 0.012], [0.035, -0.018, -0.040], [-0.012, 0.008, -0.002], [0.003, -0.016, 0.006], [0.051, 0.017, -0.037], [-0.014, 0.101, -0.086], [-0.021, -0.008, 0.031], [0.010, -0.003, -0.010], [-0.303, -0.312, -0.167], [-0.028, 0.111, 0.037], [-0.091, -0.036, -0.058], [-0.009, 0.024, 0.017], [0.009, -0.007, 0.005], [-0.007, -0.012, -0.015], [-0.003, -0.026, 0.034], [0.033, -0.022, 0.029], [-0.027, 0.053, 0.061], [0.006, 0.040, -0.018], [0.027, -0.031, -0.006], [-0.006, 0.024, 0.013], [0.011, 0.028, 0.018], [0.006, -0.008, -0.009], [0.003, -0.004, 0.008], [-0.005, -0.005, -0.010], [0.001, 0.003, 0.005], [-0.002, 0.020, 0.005], [-0.034, -0.021, 0.018], [-0.021, 0.010, 0.026], [-0.001, 0.012, 0.024], [0.035, 0.002, 0.003], [-0.005, -0.004, 0.007], [-0.002, 0.002, -0.002], [-0.012, -0.098, -0.024], [0.028, -0.068, 0.059], [0.005, -0.077, -0.047], [0.032, 0.015, 0.018], [-0.021, -0.001, -0.011], [-0.002, 0.004, 0.005], [-0.005, -0.004, 0.001], [-0.007, 0.008, -0.004], [0.006, -0.007, -0.001], [-0.018, -0.010, -0.034], [0.002, 0.015, 0.032], [0.013, 0.022, -0.026], [0.009, 0.006, -0.032], [0.038, -0.028, -0.028], [0.031, -0.029, 0.020], [-0.024, -0.009, 0.011], [0.000, 0.009, 0.009], [0.006, 0.009, -0.005], [0.005, -0.002, -0.006], [-0.009, -0.005, 0.006], [-0.003, 0.005, -0.001], [0.007, 0.020, 0.005]],
  "lowdin_charge": [0.57, 0.14, 0.14, 0.49, 0.14, 0.00, 0.01, -0.33, 0.20, -0.14, -0.06, 0.19, -0.46, 0.16, 0.14, -0.57, -0.16, -0.21, 0.08, 0.09, 0.09, 0.18, 0.08, -0.19, -0.18, -0.23, -0.42, -0.18, -0.18, 0.84, -0.40, -0.22, -0.19, -0.17, -0.16, -0.20, -0.40, -0.23, -0.17, -0.19, -0.17, -0.17, 0.12, 0.12, 0.12, 0.12, 0.12, 0.03, 0.13, 0.09, 0.10, 0.12, 0.12, 0.12, 0.08, 0.04, 0.11, 0.12, 0.11, 0.11, 0.12, 0.12, 0.11, 0.10, 0.12, 0.03, 0.10, 0.09, 0.12, 0.11, 0.12, 0.12, 0.12, 0.11, 0.08]
}